(1)
An isolated molecule of C3H8S at a distorted geometry, computed with wB97M-V/def2-TZVPD.

Summary:
- Spin multiplicity: 1
- F_max: 0.06309 hartree/bohr
- Energy above the lowest of the compared OMol25 structures with the same formula, charge and spin: 73.4 kJ/mol
- SMILES string: CCSC

The geometry in XYZ format:
```
12
Properties=species:S:1:pos:R:3:forces:R:3:mulliken_charge:R:1
C -1.504 -0.589 -0.661 1.173 0.512 -1.745 -1.024
C -0.007 -0.875 -0.298 -2.518 -2.032 0.228 -0.505
S 0.494 -0.351 1.353 -0.075 -0.065 -0.591 -0.101
C 1.311 1.209 0.947 1.157 1.022 -0.304 -0.811
H -2.301 -0.965 -0.021 0.512 0.105 0.348 0.306
H -1.607 0.439 -0.918 -0.554 1.224 0.544 0.326
H -1.658 -1.008 -1.667 -0.048 -0.466 0.266 0.327
H -0.139 -1.982 -0.401 1.454 0.502 0.732 0.282
H 0.727 -0.549 -1.018 -0.100 0.220 -0.337 0.359
H 0.958 1.981 1.655 0.013 -0.210 -0.630 0.272
H 1.345 1.606 -0.123 -0.876 -0.788 1.329 0.274
H 2.381 1.083 1.152 -0.140 -0.024 0.161 0.294
```
Positions in Å, forces in eV/Å.

(2)
A structure of composition C25H32FN6O9PSc at a distorted geometry, computed with wB97M-V/def2-TZVPD.

Summary:
- Spin multiplicity: 1
- F_max: 0.03795 hartree/bohr
- Charge: +1

The geometry in XYZ format:
```
75
Properties=species:S:1:pos:R:3:forces:R:3:mulliken_charge:R:1
Sc -1.496 0.560 -0.680 -1.114 0.656 0.451 0.799
O -2.645 4.683 0.770 -0.225 0.426 0.228 -0.475
C -2.471 3.406 0.542 0.518 -0.410 -0.551 0.492
O -1.801 2.960 -0.376 -0.163 0.127 0.179 -0.346
C -3.083 2.457 1.517 -0.153 -0.134 0.184 0.185
C -3.744 2.780 2.693 0.175 -0.047 -0.456 -0.616
C -4.150 1.734 3.518 0.166 -0.155 -0.132 -0.371
C -3.822 0.431 3.176 0.000 -0.075 -0.271 -0.922
C -3.129 0.202 1.987 0.291 -0.241 -0.107 0.482
N -2.804 1.195 1.166 -0.194 0.154 0.316 0.163
C -2.487 -1.146 1.546 -0.638 0.277 0.731 0.243
O -2.798 -2.181 2.081 -0.027 0.088 0.018 -0.672
O -1.601 -0.947 0.638 0.355 -0.534 0.044 0.093
H -2.191 5.238 0.109 -0.068 -0.356 0.049 0.409
H -3.919 3.811 2.954 -0.047 0.083 -0.007 0.585
H -4.683 1.944 4.434 -0.016 -0.006 0.052 0.488
H -4.075 -0.408 3.807 0.005 -0.071 0.014 0.578
F -3.216 -4.364 -5.898 -0.109 0.116 0.216 -0.286
C -3.106 -3.521 -4.873 0.465 0.210 -0.243 0.132
C -2.142 -2.581 -4.874 -0.673 -0.903 -0.321 0.088
N -1.975 -1.710 -3.831 -0.257 0.025 0.560 0.206
C -0.995 -0.645 -3.903 -0.103 1.183 0.540 -0.258
C -1.744 0.743 -3.657 0.494 -1.311 -1.181 0.524
O -2.443 1.189 -4.526 -0.129 0.085 -0.044 -0.625
O -1.529 1.214 -2.490 0.219 1.076 -0.089 -0.651
C -2.769 -1.786 -2.722 0.206 -0.017 -0.143 0.180
O -2.621 -1.026 -1.748 -0.130 -0.265 -0.122 -0.536
N -3.722 -2.752 -2.727 -0.135 0.097 0.239 -0.051
C -4.036 -3.670 -3.755 0.261 0.186 -0.031 0.288
O -4.944 -4.441 -3.637 -0.028 -0.100 -0.075 -0.571
H -1.453 -2.496 -5.700 -0.005 0.057 -0.052 0.431
H -0.536 -0.641 -4.890 -0.075 -0.056 0.121 0.575
H -0.236 -0.775 -3.116 -0.149 -0.087 -0.380 -0.398
H -4.301 -2.826 -1.894 0.139 0.075 -0.146 0.245
O 0.401 0.981 -0.362 0.262 0.146 -0.101 -0.817
P 1.547 0.474 0.484 1.617 -0.464 0.988 -0.571
N 1.463 -1.182 0.444 0.069 0.986 -0.149 1.015
C 2.251 -2.076 1.294 0.193 -0.023 0.411 -0.166
C 2.097 -3.447 0.639 0.057 0.115 -0.066 -0.941
C 1.982 -3.096 -0.840 -0.091 0.065 0.106 -0.700
C 1.075 -1.871 -0.793 -0.314 -0.089 -0.352 0.085
N 1.466 1.146 1.992 -0.149 -0.680 -0.824 0.546
C 0.171 1.313 2.659 -0.520 0.159 -0.092 0.287
C 0.477 1.210 4.157 0.037 -0.076 -0.107 -0.751
C 1.737 0.348 4.192 -0.027 0.151 -0.072 -0.620
C 2.502 0.888 2.991 0.388 0.051 0.259 -0.573
N 3.073 0.938 0.008 -1.260 -0.277 0.217 0.290
C 3.530 2.305 0.281 0.200 0.468 0.198 -0.452
C 4.018 2.830 -1.061 0.061 -0.143 0.087 -0.779
C 4.599 1.567 -1.690 -0.131 0.066 0.001 -0.717
C 3.577 0.501 -1.299 0.181 -0.462 -0.280 -0.081
H 1.861 -2.075 2.314 0.096 0.023 -0.004 -0.107
H 3.303 -1.769 1.314 0.006 -0.025 0.029 0.415
H 1.174 -3.917 0.979 -0.002 -0.057 0.044 0.330
H 2.935 -4.103 0.861 -0.002 -0.045 0.060 0.454
H 1.566 -3.906 -1.434 -0.021 -0.001 -0.084 0.419
H 2.959 -2.825 -1.244 0.023 -0.025 -0.034 0.253
H 0.018 -2.172 -0.725 0.182 0.069 -0.112 -0.096
H 1.221 -1.210 -1.653 -0.078 -0.161 -0.006 -0.101
H -0.521 0.530 2.330 0.104 0.111 0.173 -0.250
H -0.254 2.289 2.396 -0.044 -0.123 0.051 -0.091
H -0.351 0.776 4.710 -0.066 0.033 0.050 0.408
H 0.693 2.198 4.564 -0.037 0.004 0.032 0.359
H 1.471 -0.698 4.037 0.046 -0.091 0.021 0.067
H 2.297 0.440 5.118 0.020 -0.035 0.047 0.485
H 3.255 0.211 2.593 0.095 0.032 0.105 0.356
H 2.980 1.837 3.254 0.128 -0.090 0.001 0.387
H 4.362 2.255 0.992 -0.064 0.128 0.044 0.295
H 2.727 2.899 0.713 0.114 0.064 0.034 0.339
H 4.751 3.624 -0.950 -0.019 0.072 -0.024 0.411
H 3.176 3.197 -1.648 -0.028 0.052 -0.052 0.275
H 5.566 1.345 -1.239 0.038 -0.044 -0.040 0.328
H 4.720 1.643 -2.767 0.060 -0.059 -0.045 0.400
H 4.026 -0.492 -1.214 -0.054 0.024 -0.109 0.077
H 2.768 0.462 -2.040 0.073 -0.004 0.005 0.127
```
Positions in Å, forces in eV/Å.

(3)
A cluster of 2 separate species, C11H21N5O4S in total at a distorted geometry, computed with wB97M-V/def2-TZVPD.

Summary:
- Spin multiplicity: 1
- F_max: 0.07447 hartree/bohr
- SMILES string: CNC(=O)[C@@H](NC(C)=O)C(C)C.NS(=O)(=O)c1ncc[nH]1

The geometry in XYZ format:
```
42
Properties=species:S:1:pos:R:3:forces:R:3:mulliken_charge:R:1
C -4.872 3.105 1.254 0.419 -0.043 -0.265 -0.887
N -3.914 2.002 1.186 -0.668 -0.378 0.847 -0.127
C -2.846 1.985 0.379 0.182 0.525 -1.575 0.078
O -2.609 2.901 -0.402 0.070 -0.229 0.513 -0.639
C -1.999 0.702 0.400 0.393 -0.536 -0.318 -0.087
N -2.785 -0.489 0.002 0.923 1.157 1.399 -0.060
C -3.532 -0.704 -1.084 -1.016 -0.484 -1.381 0.635
C -3.665 0.337 -2.178 0.185 -0.092 0.285 -0.855
O -4.120 -1.767 -1.201 -0.110 -0.348 0.046 -0.683
C -0.643 0.815 -0.345 0.382 -0.041 0.227 0.751
C 0.298 1.808 0.355 -0.586 0.189 -0.309 -1.541
C 0.090 -0.534 -0.415 -0.618 0.197 -0.232 -1.596
H -5.175 3.390 0.244 0.040 0.008 0.113 0.284
H -4.406 3.968 1.733 -0.122 0.019 -0.053 0.281
H -5.755 2.807 1.821 0.212 -0.097 -0.049 0.341
H -4.084 1.187 1.756 0.004 0.097 -0.075 0.285
H -1.740 0.548 1.446 -0.013 -0.228 0.220 0.516
H -2.746 -1.284 0.620 -0.018 -0.013 -0.061 0.244
H -2.682 0.641 -2.526 0.042 0.292 0.005 0.265
H -4.218 -0.096 -3.010 0.040 -0.108 0.210 0.334
H -4.211 1.199 -1.804 0.116 0.224 -0.032 0.196
H -0.809 1.157 -1.366 -0.182 0.152 -0.028 0.066
H 0.479 1.496 1.385 0.090 -0.016 0.064 0.355
H -0.135 2.808 0.350 0.056 0.043 0.103 0.404
H 1.251 1.847 -0.174 0.008 -0.042 0.092 0.334
H 1.038 -0.405 -0.936 0.037 -0.011 0.176 0.342
H -0.496 -1.261 -0.975 -0.001 -0.157 0.095 0.353
H 0.286 -0.916 0.588 0.114 -0.120 -0.013 0.416
N 4.354 -4.293 0.822 0.541 1.221 -0.897 -0.627
S 3.831 -2.848 1.493 -1.421 -2.208 2.788 1.107
O 2.385 -3.057 1.631 1.562 1.903 -1.074 -0.574
O 4.545 -2.814 2.774 -0.160 1.116 -2.152 -0.625
C 4.353 -1.533 0.289 0.533 0.884 -1.083 0.066
N 3.607 -0.597 -0.277 0.069 -0.425 0.310 -0.167
C 4.434 0.142 -1.111 -0.261 -0.629 0.614 -0.257
C 5.708 -0.348 -1.063 -0.540 -0.252 0.389 -0.481
N 5.658 -1.405 -0.178 0.331 -0.736 0.532 -0.037
H 3.643 -4.554 0.152 -0.017 -0.301 -0.164 0.293
H 4.365 -4.945 1.596 0.084 -0.064 0.148 0.306
H 4.113 0.984 -1.717 -0.255 -0.308 0.333 0.392
H 6.566 0.028 -1.611 0.030 -0.536 0.431 0.378
H 6.437 -2.006 0.095 -0.472 0.375 -0.179 0.220
```
Positions in Å, forces in eV/Å.

(4)
A structure of composition C7H14OPSY at a distorted geometry, computed with wB97M-V/def2-TZVPD.

Summary:
- Spin multiplicity: 1
- F_max: 0.04430 hartree/bohr
- Energy above the lowest of the compared OMol25 structures with the same formula, charge and spin: 49.8 kJ/mol

The geometry in XYZ format:
```
25
Properties=species:S:1:pos:R:3:forces:R:3:mulliken_charge:R:1
C 1.424 0.316 -0.585 -0.048 -0.637 -1.954 -0.224
C 2.364 -0.594 -0.045 -0.292 -0.147 -0.464 -0.862
C 2.684 -1.559 -1.039 -0.512 0.402 -0.115 -0.350
C 1.951 -1.254 -2.225 -0.114 0.128 0.633 -0.770
C 1.158 -0.109 -1.984 0.422 0.509 1.979 -0.334
Y -1.974 1.648 -1.135 -0.576 -0.579 -1.000 0.068
P -0.672 3.818 -0.316 0.898 2.009 0.588 -0.232
H 1.094 1.259 -0.144 0.127 -0.248 0.007 0.485
H 2.779 -0.548 0.961 -0.006 -0.002 -0.231 0.369
H 3.387 -2.380 -0.920 -0.177 0.178 -0.041 0.417
H 0.516 0.427 -2.694 0.310 -0.212 0.095 0.119
H 2.002 -1.804 -3.165 -0.019 0.140 0.281 0.380
H 0.214 4.488 -1.252 -0.299 -0.115 0.482 0.116
H 0.191 3.891 0.842 -0.524 -0.176 -0.667 0.134
H -1.501 4.969 -0.001 0.587 -0.591 -0.234 0.128
C -2.224 -0.696 2.450 0.000 -0.332 0.346 -0.989
S -0.761 -0.588 1.407 -0.764 0.229 -1.950 0.554
C -0.933 -2.150 0.503 0.198 -0.426 0.682 -0.871
O -1.331 0.387 0.318 0.066 -0.870 1.663 -0.150
H -1.933 -1.263 3.342 -0.162 0.068 -0.110 0.398
H -3.040 -1.200 1.920 0.215 0.203 0.098 0.302
H -2.524 0.316 2.739 0.216 -0.167 -0.096 0.349
H -1.989 -2.449 0.487 0.279 0.194 0.038 0.370
H -0.551 -2.041 -0.516 0.322 0.365 0.216 0.207
H -0.331 -2.886 1.051 -0.144 0.077 -0.245 0.387
```
Positions in Å, forces in eV/Å.

(5)
A cluster of 8 separate species, H16O8 in total at a distorted geometry, computed with wB97M-V/def2-TZVPD.

Summary:
- Spin multiplicity: 1
- F_max: 0.05590 hartree/bohr
- Energy above the lowest of the compared OMol25 structures with the same formula, charge and spin: 230.0 kJ/mol
- SMILES string: O.O.O.O.O.O.O.O

The geometry in XYZ format:
```
24
Properties=species:S:1:pos:R:3:forces:R:3:mulliken_charge:R:1
O -29.037 -10.815 -10.628 1.280 0.153 -0.207 -0.609
H -29.377 -11.113 -9.786 -0.185 -0.040 0.362 0.353
H -28.092 -10.653 -10.400 -1.095 -0.007 -0.268 0.299
O -27.174 -13.580 -9.825 -0.306 -0.716 0.257 -0.627
H -26.948 -13.097 -10.613 0.021 0.305 -0.524 0.326
H -26.916 -13.022 -9.097 0.219 0.437 0.298 0.289
O -30.710 -10.970 -4.345 -0.810 -0.337 1.993 -0.645
H -30.475 -10.588 -5.167 0.412 0.476 -1.407 0.410
H -31.003 -10.207 -3.819 0.102 -0.562 -0.114 0.282
O -29.618 -9.456 -6.242 -0.641 0.161 -0.466 -0.792
H -28.808 -9.453 -5.754 1.274 0.036 0.776 0.333
H -30.061 -8.667 -5.949 -0.419 0.598 -0.141 0.295
O -28.273 -11.046 -7.806 0.640 1.896 -0.442 -0.768
H -28.580 -11.898 -7.621 -0.572 -2.800 0.306 0.214
H -28.951 -10.541 -7.338 -0.173 0.637 -0.421 0.534
O -29.389 -13.537 -7.941 -0.085 -0.535 0.921 -0.658
H -29.023 -13.687 -8.799 0.460 0.438 -1.714 0.348
H -29.179 -14.407 -7.590 -0.368 -0.166 0.717 0.313
O -26.975 -13.096 -5.556 1.563 0.372 -0.632 -0.604
H -26.446 -13.015 -6.378 -0.320 -0.037 0.871 0.302
H -27.802 -13.408 -5.881 -1.218 -0.341 -0.193 0.291
O -26.580 -9.696 -6.104 -0.533 1.923 0.832 -0.641
H -25.786 -10.181 -5.997 0.895 -0.824 0.165 0.275
H -27.173 -10.184 -6.656 -0.142 -1.065 -0.969 0.480
```
Positions in Å, forces in eV/Å.

no.,E_tot (a.u.)
1,-517.25264
2,-3179.69400
3,-1404.67055
4,-1127.96956
5,-611.49503